[1]
ORCA calculation (ωB97M-V/def2-TZVPD) on a molecular structure, C56H32F5I4N7S2SeZr.

Its orbital gap is 5.7031 eV. The value obtained for the energy above the lowest of the compared OMol25 structures with the same formula, charge and spin is 13.1 kcal per mole. The energy is -203314.4760 eV. As for the HOMO energy: -0.2714 Eh. For the LUMO energy, the calculation gives -1.682 eV.

Last column: Mulliken charge in e.
Element x y z (Å)
Zr  -0.018  0.312  0.202  -0.267
I  -3.442  7.466  -5.594  0.090
C  -2.522  5.923  -4.522  -0.091
C  -1.187  5.632  -4.756  -0.693
C  -0.576  4.619  -4.026  0.050
C  -1.289  3.900  -3.072  -0.466
C  -2.634  4.196  -2.866  -0.019
C  -3.255  5.209  -3.586  -0.775
C  -0.641  2.812  -2.277  0.843
C  0.260  3.169  -1.281  0.944
C  0.710  4.510  -1.054  -1.786
C  1.548  4.474  0.006  -1.803
C  1.611  3.111  0.448  0.301
C  2.409  2.683  1.499  1.482
C  3.240  3.715  2.197  -0.404
C  4.577  3.870  1.840  -0.215
C  5.370  4.839  2.443  -0.727
C  4.815  5.658  3.415  -0.148
I  5.981  7.156  4.292  0.087
C  3.493  5.507  3.800  -1.049
C  2.710  4.535  3.185  0.639
C  2.593  1.351  1.855  0.506
N  2.015  0.268  1.236  -0.023
C  2.586  -0.840  1.811  0.111
C  2.377  -2.151  1.401  1.267
C  3.059  -3.235  2.169  0.055
C  2.301  -4.154  2.891  -0.134
C  2.918  -5.163  3.621  -0.792
C  4.301  -5.254  3.621  -0.123
I  5.238  -6.766  4.720  0.088
C  5.074  -4.354  2.903  -0.725
C  4.446  -3.346  2.182  -0.212
C  1.553  -2.508  0.340  0.585
C  1.379  -3.856  -0.114  -1.788
C  0.503  -3.826  -1.142  -1.571
C  0.155  -2.454  -1.361  0.348
N  0.796  -1.653  -0.435  0.324
C  -0.658  -2.024  -2.406  1.152
C  -0.944  -0.695  -2.671  0.696
C  -1.768  -0.238  -3.753  -1.508
C  -1.799  1.110  -3.689  -1.594
C  -0.974  1.499  -2.581  0.597
N  -0.462  0.380  -1.961  -0.177
C  -1.200  -3.059  -3.344  -0.279
C  -0.349  -3.685  -4.251  0.018
C  -0.833  -4.638  -5.138  -0.695
C  -2.181  -4.968  -5.107  -0.062
I  -2.919  -6.404  -6.437  0.089
C  -3.043  -4.357  -4.211  -0.743
C  -2.548  -3.400  -3.332  0.316
C  3.470  -0.446  2.869  -1.700
C  3.483  0.907  2.890  -1.799
N  0.812  2.320  -0.351  0.209
H  -0.626  6.181  -5.500  0.386
H  0.466  4.378  -4.209  0.511
H  -3.198  3.636  -2.128  0.501
H  -4.300  5.436  -3.415  0.412
H  0.422  5.364  -1.647  0.562
H  2.100  5.290  0.448  0.514
H  5.001  3.226  1.076  0.546
H  6.405  4.955  2.151  0.410
H  3.071  6.139  4.571  0.433
H  1.679  4.412  3.491  0.336
H  1.219  -4.061  2.898  0.607
H  2.319  -5.865  4.187  0.412
H  6.152  -4.432  2.899  0.390
H  5.044  -2.645  1.610  0.542
H  1.877  -4.720  0.297  0.585
H  0.126  -4.660  -1.715  0.571
H  -2.259  -0.880  -4.468  0.554
H  -2.321  1.792  -4.344  0.524
H  0.701  -3.417  -4.268  0.482
H  -0.166  -5.116  -5.844  0.384
H  -4.092  -4.621  -4.189  0.406
H  -3.215  -2.914  -2.626  0.209
H  4.020  -1.121  3.507  0.641
H  4.044  1.558  3.544  0.613
F  1.349  1.421  6.885  -0.352
C  0.891  0.696  5.864  0.526
C  0.553  1.295  4.673  -1.027
F  0.681  2.617  4.525  -0.397
C  0.083  0.511  3.646  -0.595
F  -0.250  1.142  2.485  1.044
C  -0.085  -0.858  3.697  1.148
S  -0.726  -1.711  2.343  -0.265
C  0.269  -1.425  4.923  0.297
F  0.141  -2.743  5.100  -0.414
C  0.743  -0.674  5.981  0.320
F  1.059  -1.263  7.134  -0.337
S  -4.465  -1.026  -0.902  -0.437
C  -3.049  -0.596  -0.293  0.791
N  -2.041  -0.253  0.217  -0.515
C  -1.162  5.155  2.814  -0.853
N  -1.900  4.020  3.349  0.406
C  -2.204  3.802  4.683  -0.520
C  -2.896  2.651  4.743  -0.538
N  -3.012  2.176  3.449  0.392
C  -3.702  0.953  3.050  -0.700
C  -2.391  3.013  2.589  -0.525
Se  -2.243  2.840  0.754  0.001
H  -1.060  5.902  3.598  0.283
H  -1.699  5.573  1.967  0.323
H  -0.180  4.840  2.465  0.290
H  -1.906  4.482  5.462  0.453
H  -3.317  2.134  5.591  0.471
H  -4.233  0.560  3.914  0.285
H  -3.001  0.209  2.685  0.116
H  -4.405  1.177  2.250  0.367

Forces on atoms 1 to 6 (eV/Å):
Zr 0.253 -0.445 0.752
I 0.024 -0.054 0.022
C -0.074 0.079 -0.038
C 0.053 -0.082 0.051
C 0.018 0.008 -0.047
C -0.021 -0.054 -0.027


[2]
ORCA calculation (ωB97M-V/def2-TZVPD) on a molecular structure, C56H34CoF4N6O2Te.

Its orbital gap (spin up / spin down) is 6.5382 / 5.7409 eV. The energy is -127444.1306 eV. As for the HOMO energy (spin up / spin down): -0.2657 / -0.2890 Eh. Its spin multiplicity is 4. For the LUMO energy (spin up / spin down), the calculation gives -0.691 / -2.123 eV.

Last column: Mulliken charge in e.
Element x y z (Å)
Co  -0.104  0.374  0.074  0.496
C  6.060  -1.116  1.227  -2.028
C  4.653  -0.568  1.289  0.626
C  4.031  -0.594  2.548  -0.661
C  2.706  -0.441  2.903  -1.356
C  2.158  -0.458  4.258  0.457
O  1.073  0.074  4.456  -0.570
C  2.905  -1.095  5.378  0.585
C  3.657  -2.259  5.228  -0.197
C  4.309  -2.812  6.319  -0.850
C  4.214  -2.213  7.567  -0.397
C  3.428  -1.081  7.733  -0.656
C  2.773  -0.529  6.646  -0.485
C  1.735  0.032  1.891  1.527
O  1.096  -0.654  1.099  -0.402
C  3.079  0.637  -0.300  0.407
C  4.109  -0.213  0.029  -1.040
C  2.467  0.512  -1.654  0.283
N  1.191  0.577  -1.694  0.590
C  0.441  0.364  -2.940  -0.773
C  0.732  1.246  -4.160  -1.171
Te  0.188  3.340  -4.051  0.187
C  2.135  4.178  -3.770  -0.362
C  2.877  4.558  -4.884  -0.376
C  4.120  5.154  -4.726  -0.572
C  4.623  5.396  -3.455  -0.489
C  3.878  5.039  -2.341  -0.699
C  2.641  4.429  -2.501  -0.029
C  3.391  0.288  -2.796  0.032
C  4.442  1.190  -2.965  0.507
C  5.282  1.096  -4.062  -1.109
C  5.108  0.074  -4.984  -0.531
C  4.106  -0.866  -4.786  -0.956
C  3.250  -0.761  -3.702  -0.110
H  6.406  -1.453  2.202  0.424
H  6.754  -0.360  0.854  0.341
H  6.106  -1.963  0.538  0.402
H  4.688  -0.849  3.370  0.625
H  3.711  -2.755  4.267  0.550
H  4.894  -3.715  6.200  0.396
H  4.737  -2.639  8.413  0.391
H  3.326  -0.631  8.711  0.395
H  2.154  0.351  6.761  0.442
H  4.600  -0.674  -0.823  0.410
H  -0.614  0.458  -2.684  0.402
H  0.592  -0.677  -3.244  0.261
H  0.130  0.849  -4.977  0.680
H  1.775  1.213  -4.459  0.213
H  2.481  4.389  -5.877  0.417
H  4.690  5.440  -5.602  0.397
H  5.589  5.870  -3.333  0.404
H  4.235  5.244  -1.339  0.515
H  2.090  4.150  -1.616  0.527
H  4.581  1.985  -2.245  0.559
H  6.075  1.822  -4.185  0.446
H  5.754  0.010  -5.850  0.437
H  3.992  -1.690  -5.478  0.424
H  2.482  -1.511  -3.556  0.460
C  -2.025  -3.378  -0.407  -0.835
C  -3.331  -2.962  -0.632  -0.776
C  -3.630  -1.612  -0.682  -0.858
C  -2.613  -0.678  -0.492  0.792
C  -1.289  -1.088  -0.271  -0.415
C  -1.005  -2.446  -0.240  0.073
C  -2.797  0.769  -0.416  0.845
C  -4.044  1.418  -0.307  -1.149
C  -4.095  2.754  -0.051  -1.172
C  -2.894  3.484  0.093  1.038
C  -2.856  4.850  0.445  -0.842
C  -1.660  5.493  0.619  -1.036
C  -0.450  4.809  0.403  -0.250
C  -0.461  3.492  0.034  0.878
C  -1.675  2.790  -0.097  -0.599
N  -1.648  1.443  -0.349  0.771
H  -1.799  -4.436  -0.364  0.442
H  -4.121  -3.692  -0.752  0.386
H  -4.649  -1.288  -0.862  0.413
H  0.009  -2.792  -0.077  0.472
H  -4.950  0.833  -0.370  0.424
H  -5.044  3.256  0.089  0.469
H  -3.792  5.376  0.590  0.465
H  -1.638  6.535  0.910  0.439
H  0.494  5.327  0.531  0.514
H  0.453  2.946  -0.149  -0.368
F  -0.576  0.917  2.783  -0.644
C  -0.528  2.089  3.435  0.482
C  -1.677  2.493  4.044  0.373
F  -2.736  1.694  3.961  -0.409
C  -1.789  3.741  4.700  0.238
C  -0.570  4.462  4.775  0.342
C  0.572  4.048  4.154  0.034
F  1.658  4.810  4.273  -0.372
C  0.643  2.867  3.375  1.024
C  1.737  2.627  2.487  0.047
C  1.937  1.503  1.638  0.428
N  2.569  1.613  0.503  -0.136
C  2.632  3.685  2.163  -0.192
N  3.390  4.488  1.832  -0.768
F  -0.534  5.597  5.465  -0.353
C  -3.013  4.244  5.188  0.610
C  -3.167  5.547  5.725  -0.036
N  -3.372  6.607  6.129  -0.559
C  -4.240  3.545  5.070  -0.023
N  -5.275  3.043  4.980  -0.606

Forces on atoms 1 to 6 (eV/Å):
Co -0.328 0.191 -0.908
C -0.047 0.079 0.023
C 0.318 -0.010 0.045
C -0.202 -0.064 0.047
C -0.038 -0.274 -0.216
C 0.050 -0.039 0.172


> What is the formula in the second record?

C56H34CoF4N6O2Te


> The lowest energy belongs to which entry?

C56H32F5I4N7S2SeZr


> energy of number 1 (C56H32F5I4N7S2SeZr)?

-203314.4760 eV